{
  "formula": "C3H11O3",
  "method": "wB97M-V/def2-TZVPD",
  "symbols": ["C", "O", "C", "C", "H", "H", "H", "H", "H", "H", "H", "H", "H", "O", "H", "H", "O"],
  "xyz": [[-0.03, -0.11, -0.32], [0.65, 0.98, 0.16], [-1.22, -0.50, 0.56], [-1.86, -1.85, 0.16], [0.64, -0.98, -0.45], [-0.48, 0.08, -1.33], [-1.97, 0.28, 0.44], [-0.92, -0.53, 1.59], [-2.77, -2.05, 0.72], [-1.16, -2.65, 0.29], [-2.08, -1.79, -0.90], [2.83, 1.28, 2.12], [2.00, 0.66, 0.93], [2.87, 0.58, 1.45], [1.17, 2.06, -2.59], [1.04, 1.95, -1.06], [1.30, 2.59, -1.80]],
  "nbo_charge": [-0.021, -0.941, -0.411, -0.611, 0.105, 0.094, 0.177, 0.188, 0.187, 0.191, 0.189, 0.441, 0.513, -1.031, 0.435, 0.511, -1.018],
  "orbital_gap_ev": 7.95,
  "total_energy_ev": -9432.8510,
  "largest_force_ev_per_a": 1.0,
  "total_charge": -1,
  "relative_energy_kj_mol": 4.1,
  "homo_energy_ev": -3.929
}